(1)
C6H14N4O2 | wB97M-V/def2-TZVPD

Structure (ORCA input):
```
! RIJCOSX wB97M-V def2-TZVPD def2/J DEFGRID3
* xyz 2 1
O 2.04 0.82 1.40
O -0.60 1.33 1.46
N -2.13 -0.99 0.03
N 3.25 -0.01 -0.24
N 0.64 -2.50 0.40
N -2.16 1.49 -0.24
C -0.76 -0.49 -0.03
C -0.75 1.06 0.08
C 2.17 0.64 0.11
C 1.49 1.51 -0.85
C 0.22 1.78 -0.88
C 0.39 -1.06 0.19
H 0.64 -2.55 1.36
H -0.13 2.50 -1.59
H -2.31 -1.25 1.00
H -2.38 -1.70 -0.71
H -2.66 0.39 -0.13
H -0.14 -3.25 0.03
H -0.74 2.22 1.59
H 1.45 -2.89 -0.06
H 4.02 -0.26 0.38
H 1.18 1.14 1.60
H 2.15 1.95 -1.56
H -2.26 1.87 -1.14
H -2.62 1.90 0.63
H 3.37 -0.30 -1.16
*
```

Calculated values
HOMO-LUMO gap   8.45 eV
Energy above the lowest of the compared OMol25 structures with the same formula, charge and spin   72.97 kcal/mol
E_LUMO   -0.2678 hartree
Maximum force   0.1110 Eh/bohr
Total energy   -605.78985 a.u.

=====

(2)
C28H65Cl10N3 | wB97M-V/def2-TZVPD

Structure (ORCA input):
```
! RIJCOSX wB97M-V def2-TZVPD def2/J DEFGRID3
* xyz 0 1
Cl 2.07 5.33 -4.17
Cl 2.25 -0.84 2.57
Cl -4.87 -0.63 1.48
Cl 3.50 0.66 -2.56
Cl -0.41 -0.81 0.90
Cl 3.27 3.46 -0.69
Cl 4.63 -2.57 0.98
Cl -1.72 2.05 -0.29
Cl -5.10 -3.81 0.52
Cl 0.90 1.45 -5.30
N 0.50 -2.28 -3.42
N -0.58 5.19 0.24
N -0.82 -3.19 4.87
C 0.16 4.30 0.87
C -4.09 -1.34 0.01
C 2.18 -2.63 2.47
C -2.10 -2.36 2.82
C 4.55 1.06 -1.25
C 2.87 -3.11 1.18
C -2.11 4.96 0.04
C -0.16 2.91 1.04
C -0.50 1.05 -1.07
C 0.19 -2.80 5.78
C -1.32 -5.47 5.81
C -0.27 -3.41 -2.91
C -2.87 6.24 -0.03
C -1.74 -3.04 -2.46
C 0.42 0.45 -0.09
C 1.94 -2.60 -3.63
C 0.17 5.76 -0.96
C 1.52 3.74 -4.01
C -0.14 -1.53 -4.49
C -1.41 -2.09 4.15
C -4.87 -2.41 -0.70
C 0.12 -1.71 6.46
C -1.87 -4.00 5.64
C -0.08 -1.99 -5.76
C 2.59 -2.30 -2.32
C 1.56 3.14 -5.47
C 0.82 7.09 -0.56
C 3.77 1.85 -0.06
H -4.03 5.94 -0.15
H -2.11 -3.65 6.61
H 5.17 0.19 -0.82
H -0.28 4.82 1.73
H -3.73 -0.51 -0.68
H 1.07 -2.71 5.24
H -1.40 -2.64 2.03
H 2.76 1.36 0.25
H 1.07 -1.23 6.63
H 0.46 2.52 0.52
H 0.69 -2.50 -6.27
H 1.33 -0.10 -0.47
H -0.33 -1.22 -6.22
H -1.95 4.11 -0.72
H -1.06 2.40 0.81
H -2.47 4.45 0.99
H -2.06 -6.13 6.17
H 2.17 3.21 -3.46
H 0.21 -4.09 -2.14
H 2.51 2.97 -5.98
H 0.89 1.04 0.70
H 0.42 -0.50 -4.43
H 0.49 3.68 -3.62
H 0.15 7.93 -0.23
H -5.89 -2.00 -1.07
H -1.80 -2.25 -1.74
H 1.99 -3.51 -4.03
H -0.96 0.28 -1.70
H 1.15 -3.07 2.59
H -3.06 -4.16 5.31
H -2.31 -3.87 -1.95
H -4.56 -2.66 -1.63
H -1.01 -1.12 -4.05
H -2.75 6.86 0.89
H -0.10 -2.04 7.40
H -3.18 -2.87 2.89
H 2.95 -1.19 -2.40
H -0.38 -0.87 6.49
H 2.07 -2.64 -1.45
H -0.40 -4.26 -3.76
H -0.06 2.48 2.04
H 2.50 -2.08 -4.36
H 1.29 4.60 1.11
H -0.61 -1.33 4.05
H -0.10 1.77 -1.85
H 0.80 4.98 -1.54
H 5.36 1.69 -1.69
H 4.34 2.13 0.70
H -0.34 -5.74 6.32
H -0.56 -2.88 -5.88
H -0.84 -5.96 4.93
H 0.82 3.68 -6.07
H 3.43 -2.91 -2.35
H -2.35 6.77 -0.76
H -2.32 -2.54 -3.16
H 2.68 -2.63 0.23
H 1.42 7.39 -1.37
H 2.81 -4.15 1.03
H 2.71 -3.17 3.19
H 0.77 -3.69 6.28
H -0.69 5.80 -1.75
H -2.12 -1.54 4.61
H -3.08 -1.78 0.18
H -2.33 -1.52 2.18
H 1.77 6.91 0.02
*
```

Calculated values
HOMO-LUMO gap   7.06 eV
Energy above the lowest of the compared OMol25 structures with the same formula, charge and spin   174.80 kcal/mol
E_LUMO   0.0162 hartree
Maximum force   0.2950 Eh/bohr
Total energy   -5871.11840 a.u.

=====

(3)
C43H58BBrN2OP3Zn | wB97M-V/def2-TZVPD

Structure (ORCA input):
```
! RIJCOSX wB97M-V def2-TZVPD def2/J DEFGRID3
* xyz -1 1
Br -1.14 1.93 -2.99
Zn -0.72 0.04 -1.35
P -1.17 3.31 1.26
P 1.46 -0.26 -4.30
P -2.17 -2.28 1.04
O -2.42 -1.52 -2.98
N 0.63 1.22 1.42
N 0.29 -1.03 1.33
C 1.19 -0.78 2.35
C -0.98 6.25 0.92
C 2.69 -0.37 -6.77
C -2.36 4.85 -0.63
C 2.99 0.29 4.17
C -2.52 -4.11 0.73
C -2.86 4.30 3.21
C -2.07 -5.15 1.77
C 4.27 -0.60 -4.98
C 5.03 -0.67 -7.27
C -0.75 -3.65 -3.73
C 0.59 2.67 1.31
C 1.02 -2.03 -4.03
C 3.41 1.95 -1.49
C 0.12 4.84 -0.78
C 2.61 1.53 -2.55
C 2.30 1.15 3.32
C 3.92 1.01 -0.60
C -1.81 -4.41 -0.59
C 2.81 -0.74 -1.81
C -1.70 -1.10 3.65
C 5.29 -0.72 -5.90
C -4.03 -4.24 0.45
C 1.40 0.61 2.41
C -1.22 -1.42 -2.82
C -2.77 -1.80 2.81
C -0.30 -2.33 -3.63
C -3.34 -2.93 3.66
C 0.11 -4.69 -4.06
C -1.06 4.90 0.19
C -1.41 3.80 3.07
C 2.32 0.18 -2.73
C -1.31 2.48 3.84
C 3.72 -0.50 -7.70
C -3.88 -0.77 2.51
C 1.43 -4.41 -4.36
C 1.87 -1.63 3.21
C 1.86 -3.08 -4.40
C 3.61 -0.33 -0.76
C -0.45 4.81 3.71
C 2.78 -1.09 4.12
C 2.95 -0.43 -5.40
C -0.29 -2.35 1.14
B -0.04 0.20 0.62
H 0.04 -3.03 1.92
H 4.49 -0.65 -3.92
H -0.67 5.83 3.41
H -0.05 6.34 1.48
H 1.11 3.09 2.17
H 2.13 -5.20 -4.58
H 4.54 1.33 0.23
H 3.34 -1.74 4.77
H -0.01 5.62 -1.54
H 5.83 -0.77 -7.98
H -1.93 -3.58 -1.29
H 6.31 -0.86 -5.56
H -0.56 4.76 4.80
H -4.13 -3.48 3.15
H 0.17 3.89 -1.32
H -3.05 5.19 2.61
H -1.59 2.64 4.89
H -4.69 -1.22 1.94
H -4.30 -3.62 -0.40
H -0.88 -1.77 3.90
H -1.79 -3.84 -3.53
H 2.86 -2.88 -4.74
H -4.65 -3.95 1.30
H 2.20 2.26 -3.24
H 1.73 -2.70 3.17
H -2.24 -5.30 -1.05
H -1.97 -6.12 1.28
H -1.11 -4.90 2.21
H -4.27 -5.28 0.21
H 0.04 -2.76 0.18
H 3.99 -1.06 -0.05
H -1.82 6.42 1.58
H -2.16 -0.77 4.59
H 3.65 3.00 -1.37
H -4.29 -0.38 3.45
H 3.50 -0.45 -8.76
H -0.98 7.04 0.16
H 1.11 3.00 0.41
H -3.48 0.07 1.93
H -2.45 5.75 -1.25
H -3.56 3.52 2.89
H -0.74 -4.59 -0.46
H -1.29 -0.23 3.14
H 0.59 4.59 3.47
H -2.56 -3.62 3.97
H -0.25 -5.71 -4.09
H 2.57 -1.80 -1.94
H -0.30 2.06 3.82
H 3.71 0.69 4.87
H -2.36 3.98 -1.28
H 1.07 5.02 -0.27
H -3.24 4.79 0.03
H 1.67 -0.24 -7.11
H 2.48 2.21 3.38
H -3.78 -2.49 4.57
H -3.07 4.55 4.26
H -1.99 1.74 3.42
H -2.80 -5.27 2.58
*
```

Calculated values
HOMO-LUMO gap   6.72 eV
E_LUMO   0.0905 hartree
Maximum force   0.0193 Eh/bohr
Total energy   -7260.49733 a.u.

=====

(4)
C4H7Cl2NO | wB97M-V/def2-TZVPD

Structure (ORCA input):
```
! RIJCOSX wB97M-V def2-TZVPD def2/J DEFGRID3
* xyz 0 1
Cl 0.81 1.69 2.40
Cl -1.72 0.12 1.63
O -1.65 -0.94 -0.99
N 0.12 1.22 -0.79
C 1.53 0.76 -0.69
C -0.36 -1.14 -0.43
C 0.36 0.11 0.00
C -0.05 0.18 1.48
H 0.11 -1.68 -1.37
H 0.42 -0.68 2.04
H 1.96 0.32 -1.58
H -2.41 -0.93 -0.22
H 2.02 1.64 -0.23
H -0.57 1.28 -1.66
H -0.56 -1.94 0.41
*
```

Calculated values
HOMO-LUMO gap   9.83 eV
Structure (SMILES)   OC[C@@]1(C(Cl)Cl)CN1
Energy above the lowest of the compared OMol25 structures with the same formula, charge and spin   61.52 kcal/mol
E_LUMO   0.0191 hartree
Maximum force   0.0975 Eh/bohr
Total energy   -1206.87116 a.u.

=====

(5)
C3H4O2 | wB97M-V/def2-TZVPD

Structure (ORCA input):
```
! RIJCOSX wB97M-V def2-TZVPD def2/J DEFGRID3
* xyz 0 1
O 0.99 1.19 -0.14
O -2.48 -0.17 -0.36
C 0.98 0.09 0.77
C 1.00 -0.08 -0.75
C 0.14 -0.85 0.08
H 1.76 -0.06 1.66
H -1.33 0.10 -0.18
H 1.69 -0.31 -1.62
H -2.75 0.09 0.53
*
```

Calculated values
HOMO-LUMO gap   9.03 eV
Energy above the lowest of the compared OMol25 structures with the same formula, charge and spin   164.63 kcal/mol
E_LUMO   -0.0145 hartree
Maximum force   0.1100 Eh/bohr
Total energy   -266.93043 a.u.

=====

(6)
C4H7N | wB97M-V/def2-TZVPD

Structure (ORCA input):
```
! RIJCOSX wB97M-V def2-TZVPD def2/J DEFGRID3
* xyz 0 3
N 2.42 0.07 0.37
C -0.12 0.07 0.36
C -1.36 0.73 -0.06
C 1.52 0.00 -0.47
C -1.29 -0.77 0.07
H 1.61 -0.29 -1.46
H -1.45 1.21 -0.97
H -1.92 1.12 0.74
H -1.66 -1.30 0.99
H 0.22 0.16 1.35
H -1.36 -1.37 -0.88
H 3.39 0.36 -0.05
*
```

Calculated values
HOMO-LUMO gap (spin up / spin down)   6.47 / 8.60 eV
Energy above the lowest of the compared OMol25 structures with the same formula, charge and spin   66.70 kcal/mol
E_LUMO (spin up / spin down)   0.0466 / -0.0780 hartree
Maximum force   0.1679 Eh/bohr
Total energy   -211.09811 a.u.